No. 1
ORCA calculation (ωB97M-V/def2-TZVPD) on a structure of composition C25H20BrCl3N3O3SbSe4SiTi.

Positions of all 62 atoms, in Å:
C 1.0769 4.9490 2.6078
H 2.5971 0.1867 -2.8164
N -0.0696 0.1173 -2.3956
Se 4.6194 2.0664 2.1715
Si 0.8292 -2.7704 3.2937
C 0.7633 -0.9583 -2.8433
Se 5.6042 0.3945 -1.5219
C -0.7293 0.1767 -1.1996
C 0.0222 0.2131 2.0336
C 0.6112 1.6816 -4.1870
C -0.0182 1.4072 2.2669
H -0.1517 6.6573 3.0470
Br -2.9277 -0.4698 3.3140
C 0.9768 -3.2993 -3.2553
H 0.5267 -4.2826 -3.2838
H -2.2327 5.3227 3.2298
H 3.9886 -1.7312 -3.3692
C -3.7990 -3.1085 3.0021
C -0.0496 2.8195 2.5087
H -4.6135 -5.0604 2.6769
O -0.8645 -0.8630 -0.4770
H -1.4267 4.1379 -1.6799
Se 2.4897 -1.1067 0.4981
C 2.3411 -3.1291 -3.4361
C 1.1209 3.5787 2.4114
C -1.0060 -3.9572 -0.0423
C -2.9938 -4.5993 1.3363
C 2.9176 -1.8711 -3.3125
C -3.8707 -4.3335 2.3718
C -0.1248 5.5834 2.9015
Cl -0.1494 -2.0360 5.0240
Se 2.3580 2.8217 -1.1211
C -1.2545 3.4637 2.8059
C -0.7332 2.1952 -2.1342
Sb 3.9678 1.3653 -0.0234
H -1.2900 3.8234 -3.4183
H 1.5476 2.1844 -3.9374
O 0.1319 -3.3992 0.1439
C -1.2911 4.8359 3.0015
H 1.9901 5.5238 2.5179
H -4.4801 -2.8282 3.7911
C -1.1776 1.5004 -1.0373
N -0.1094 1.3565 -2.9767
C -2.0209 -3.6640 1.0515
Cl 2.7782 -3.0418 4.0144
H -1.6705 1.8885 -0.1641
H -0.0159 2.3196 -4.8101
H 2.9711 -3.9891 -3.6288
H 2.0586 3.0870 2.1783
N -1.9000 -2.4824 1.6791
H -2.1593 2.8712 2.8793
O -1.3510 -4.6614 -0.9784
C -2.8280 -2.2063 2.5853
H 0.1688 4.0904 -2.4433
C -0.8293 3.6459 -2.4443
H -3.0127 -5.5089 0.7549
C 0.1737 -2.2067 -2.9686
H -0.8824 -2.3375 -2.7815
Cl 0.1226 -4.7949 3.3362
H 0.8179 0.7615 -4.7258
C 2.1280 -0.7749 -3.0009
Ti 0.3341 -1.5548 0.9796

Atoms 1-6, force components in eV/Å:
C -0.07 0.01 0.01
H -0.09 0.02 0.03
N 0.05 -0.01 0.02
Se 0.05 -0.10 -0.05
Si 0.00 -0.03 0.00
C -0.32 0.05 0.10

Results
strongest force on any atom	0.41	eV Å⁻¹
charge	-2
E_tot	-443397.73043	eV

Electronic structure analysis, natural (NBO) charges in units of e: C -0.229; H 0.260; N -0.220; Se -0.726; Si 0.978; C 0.167; Se -0.783; C 0.606; C -0.378; C -0.429; C -0.088; H 0.192; Br 0.105; C -0.191; H 0.223; H 0.193; H 0.238; C -0.281; C -0.131; H 0.208; O -0.726; H 0.236; Se -0.324; C -0.210; C -0.101; C 0.775; C -0.225; C -0.198; C -0.153; C -0.236; Cl -0.464; Se -0.871; C -0.191; C 0.280; Sb 1.137; H 0.207; H 0.249; O -0.723; C -0.242; H 0.211; H 0.227; C -0.382; N -0.157; C 0.145; Cl -0.432; H 0.251; H 0.199; H 0.203; H 0.253; N -0.466; H 0.205; O -0.657; C 0.179; H 0.256; C -0.658; H 0.241; C -0.220; H 0.233; Cl -0.487; H 0.233; C -0.231; Ti 0.917

=====

No. 2
ORCA calculation (ωB97M-V/def2-TZVPD) on a structure of composition C25H20BrFN2O4S2Sr at a distorted geometry.

Positions of all 56 atoms, in Å:
H 10.4032 12.7859 9.3046
C 11.0622 10.8544 12.1058
Sr 10.6243 17.6848 12.3184
C 9.4093 15.0306 6.7879
C 14.2306 19.8723 15.9652
O 13.0212 9.3951 11.9607
C 9.4462 13.0275 11.2944
C 12.8842 20.0957 16.3485
S 9.5920 16.3552 14.9452
O 11.8134 9.4211 13.8791
N 8.2534 17.8377 13.2492
C 7.1472 18.1973 12.6181
H 5.0651 18.0720 12.3894
H 8.6095 15.1519 6.0302
H 11.9524 10.9995 10.1217
C 10.3243 12.4264 10.3571
H 12.7266 20.7122 17.2473
Br 10.3074 20.1179 10.1358
C 11.9763 19.5797 15.4777
F 15.1943 20.4463 16.8641
C 8.9069 17.5422 7.2097
O 12.9010 17.5486 11.2879
H 10.7574 15.3280 9.0327
H 6.9077 16.5523 16.0847
C 9.4663 16.2757 7.6279
O 12.0617 15.6858 12.0492
C 11.9677 9.8048 12.7240
H 9.1705 14.0852 7.3694
C 9.9717 18.4821 9.1162
C 13.7137 18.6539 14.0344
C 9.1285 18.6654 7.9852
H 8.3000 17.6427 6.3375
N 10.3022 17.2957 9.5949
H 7.3067 18.8839 11.7139
H 4.8840 17.5158 15.0279
C 14.6467 19.1273 14.9379
C 6.9932 17.0574 15.1174
H 13.9918 18.1919 13.0704
C 5.8247 17.4622 14.4550
C 5.8862 17.9305 13.1031
H 10.3078 14.8828 6.1273
C 11.2057 11.4078 10.8020
C 10.2401 16.2515 8.7602
C 9.3903 12.4678 12.5955
C 12.9597 16.3295 11.4779
H 8.8226 12.9860 13.3759
C 8.2385 17.1293 14.4135
C 10.0140 11.3049 12.9501
H 15.6998 18.9644 14.8014
H 10.8933 19.7395 15.6874
H 13.0041 9.5804 10.9715
C 12.3678 18.9123 14.2879
H 8.8535 19.7153 7.7745
H 9.8817 10.7123 13.9058
H 13.7680 15.7366 10.9633
S 8.5810 14.5456 11.2283

Atoms 1-6, force components in eV/Å:
H -0.11 -0.15 1.02
C 0.16 -0.95 -0.29
Sr 0.76 -0.58 1.27
C -0.69 -0.76 -1.13
C -0.62 1.48 3.27
O 0.64 -0.74 -0.99

Results
strongest force on any atom	3.64	eV Å⁻¹
charge	-2
E_tot	-132687.74984	eV

Electronic structure analysis, natural (NBO) charges in units of e: H 0.191; C -0.279; Sr 1.729; C -0.640; C 0.349; O -0.719; C -0.125; C -0.325; S -0.311; O -0.619; N -0.643; C 0.064; H 0.201; H 0.203; H 0.166; C -0.292; H 0.196; Br 0.015; C -0.253; F -0.409; C -0.164; O -0.815; H 0.235; H 0.214; C -0.053; O -0.781; C 0.788; H 0.250; C 0.184; C -0.281; C -0.297; H 0.207; N -0.471; H 0.167; H 0.191; C -0.333; C -0.292; H 0.218; C -0.174; C -0.375; H 0.214; C -0.173; C 0.092; C -0.182; C 0.628; H 0.222; C 0.027; C -0.176; H 0.194; H 0.183; H 0.492; C -0.454; H 0.228; H 0.228; H 0.041; S -0.479

=====

For the records above, the corresponding HOMO values read -2.28; -1.19 eV.